w.
Below is C4H8N4 in the gas phase, with properties calculated with ωB97M-V/def2-TZVPD.

```
16
Properties=species:S:1:pos:R:3:mulliken_charge:R:1
C 2.08058 0.44096 -1.87386 -0.67
C 1.66919 -0.39806 -0.89134 -0.12
N 0.36334 -0.57098 -0.30107 0.50
C -0.38013 0.54376 0.00022 -0.12
N -1.51549 0.54041 0.59540 -0.05
N -2.18066 1.68614 0.83691 -0.63
N 0.30303 -1.71834 0.39470 -0.74
C -0.74339 -2.06946 1.08549 -0.27
H 3.29043 0.72637 -2.04249 0.21
H 1.28933 1.11655 -2.33917 0.28
H 2.35984 -1.13680 -0.62936 0.42
H 0.22266 1.50067 -0.10387 0.23
H -1.52324 2.40964 0.96546 0.24
H -2.81740 1.52649 1.62710 0.25
H -1.76201 -1.49793 1.18538 0.22
H -0.65609 -3.09943 1.49052 0.26
```

## Properties
SMILES: C=CN(/C=N/N)N=C
E_HOMO (eV): -7.9
Charge: 0


x.
Below is a molecular structure, C4H8N4, with properties calculated with ωB97M-V/def2-TZVPD.

```
16
Properties=species:S:1:pos:R:3:mulliken_charge:R:1
C -0.41147 -1.84809 0.65484 -0.68
C 1.53612 0.82718 0.68058 0.01
C -0.68033 0.12608 -0.49752 0.68
C -1.96770 -0.41219 -0.99878 -1.23
H -1.77709 -2.26502 0.28609 0.19
H 0.24948 -2.73948 0.56584 0.29
H -0.52784 -1.49154 2.02048 0.25
H 2.25057 1.21362 1.44779 0.34
H 1.16826 2.59024 -0.46617 0.29
H -2.81973 -0.71198 -0.18907 0.37
H -2.31152 0.66116 -1.20123 0.32
H -1.82201 -1.12503 -1.87912 0.29
N 0.33028 -0.80776 -0.04501 0.13
N 1.13565 -0.33565 1.00223 -0.65
N 0.95298 1.53698 -0.31231 -0.15
N -0.31460 1.27930 -0.59054 -0.45
```

## Properties
E_HOMO (eV): -8.1
Charge: 0


y.
Below is C4H8N4 in the gas phase, with properties calculated with ωB97M-V/def2-TZVPD.

```
16
Properties=species:S:1:pos:R:3:mulliken_charge:R:1
N -0.80795 -1.02054 0.37964 0.16
N -1.84770 -0.50089 1.19009 -0.75
C -0.83934 -0.66495 -1.17350 0.13
N -1.62569 -0.74313 -2.06350 -0.66
H -0.68456 -2.01364 0.55849 0.31
H -2.56737 -0.13374 0.57045 0.30
H -1.42146 0.30685 1.66368 0.30
C 0.76474 -0.17197 0.61865 -0.13
C 1.25637 0.56609 -1.88519 -0.31
C 0.82344 0.92003 1.43527 -1.08
N 0.53231 0.05984 -0.98609 0.19
H 1.54932 -0.91537 0.72016 0.32
H 2.24674 0.92639 -1.61886 0.31
H 0.86252 0.63162 -2.89537 0.35
H 0.12856 1.74306 1.34103 0.33
H 1.63008 1.01035 2.14505 0.21
```

## Properties
E_HOMO (eV): -7.5
Charge: 0


The least stable of them is x.


w.
Below is C4H8N4 in the gas phase, with properties calculated with ωB97M-V/def2-TZVPD.

```
16
Properties=species:S:1:pos:R:3:mulliken_charge:R:1
H -0.84105 -1.95842 1.80308 0.25
N 0.04767 -1.57012 1.31362 -0.72
C -0.00460 -1.23783 0.15612 0.72
C -1.26986 -1.26197 -0.54761 -0.45
C -1.28186 -0.22606 -1.53945 -0.18
N 0.18156 0.26785 -1.48784 -0.33
N 0.92414 -0.42394 -0.61023 0.04
N 1.64077 0.58267 0.13500 -0.33
C 0.65067 1.45521 1.02870 -0.59
H -2.34465 -1.23117 0.07725 0.18
H -2.24917 0.35962 -2.16691 0.28
H 0.61362 0.26076 -2.23443 0.16
H 2.43112 0.16754 0.48837 0.23
H -0.33969 1.69526 0.24930 0.19
H 1.25892 2.39833 1.20865 0.30
H 0.58241 0.72227 2.12636 0.25
```

## Properties
SMILES: [H]/N=c1\cc[nH]n1NC
E_HOMO (eV): -8.2
Charge: 0


x.
Below is C4H8N4 in the gas phase, with properties calculated with ωB97M-V/def2-TZVPD.

```
16
Properties=species:S:1:pos:R:3:mulliken_charge:R:1
H 0.80404 0.63039 2.77681 0.22
N 0.15491 0.81756 2.01645 -0.70
C 0.68644 0.77333 0.87169 0.69
N 1.87803 0.15305 0.42765 -0.47
C 0.10506 0.55098 -0.42932 0.12
C 0.26384 1.23873 -1.56066 -0.74
C -0.87326 -0.80077 -0.35019 0.34
N -1.80082 -0.82821 0.62988 -0.39
N -0.68771 -1.61439 -1.31129 -0.64
H -1.48721 -2.21239 -1.52395 0.22
H 2.23234 -0.57900 1.06369 0.23
H 2.45155 0.34541 -0.37639 0.21
H 1.22614 1.52933 -1.95125 0.21
H -0.59914 1.48032 -2.15841 0.28
H -1.69497 -0.14126 1.36630 0.23
H -2.65925 -1.34308 0.50899 0.20
```

## Properties
SMILES: [H]/N=C(\N)C(=C)/C(N)=N/[H]
E_HOMO (eV): -7.8
Charge: 0


y.
Below is C4H8N4 in the gas phase, with properties calculated with ωB97M-V/def2-TZVPD.

```
16
Properties=species:S:1:pos:R:3:mulliken_charge:R:1
N -2.73270 0.04354 -0.27249 -0.49
N -1.89414 -1.04997 -0.16631 -0.42
C -0.67820 -0.73086 0.04941 0.51
C -0.15492 0.63913 0.38321 -0.44
C 1.06801 0.94865 -0.41660 -0.70
N 2.12261 -0.11193 -0.20471 -0.24
C 1.57716 -1.26731 -0.02073 -0.11
N 0.41514 -1.67280 -0.07511 -0.60
H -2.68845 0.59634 0.53718 0.18
H -3.66629 -0.43818 -0.35785 0.29
H -0.93167 1.46311 0.36611 0.34
H 0.07116 0.66254 1.40866 0.33
H 0.74831 0.85555 -1.42706 0.29
H 1.54436 2.00301 -0.29029 0.33
H 2.91995 0.09567 0.46293 0.29
H 2.27968 -2.03649 0.02366 0.43
```

## Properties
SMILES: N/N=C1\CCNC=N1
E_HOMO (eV): -8.2
Charge: 0


The least stable of them is w.


w.
Below is C4H8N4 in the gas phase, with properties calculated with ωB97M-V/def2-TZVPD.

```
16
Properties=species:S:1:pos:R:3:mulliken_charge:R:1
C -2.49752 -1.10533 -0.09733 -0.63
C -1.05189 -1.04341 -0.04590 0.23
C 1.17605 1.71842 -0.11231 -0.91
C 1.77145 -0.67920 0.17237 -1.01
N -3.00050 0.05472 0.00063 0.40
N -2.96343 1.18371 0.10403 -0.51
N -0.52847 0.12427 0.00048 -0.41
N 0.77038 0.35660 0.11812 0.23
H -3.07572 -1.99716 -0.21438 0.36
H -0.52484 -1.99138 -0.01623 0.33
H 1.71904 2.11110 0.75192 0.27
H 1.81744 1.80423 -0.99479 0.29
H 0.27576 2.30539 -0.27213 0.33
H 2.71546 -0.22900 0.46673 0.36
H 1.48923 -1.41834 0.92691 0.33
H 1.90757 -1.19463 -0.78812 0.32
```

## Properties
E_HOMO (eV): -7.0
Charge: 0


x.
Below is 2 unconnected molecules or ions with the total composition C4H8N4, with properties calculated with ωB97M-V/def2-TZVPD.

```
16
Properties=species:S:1:pos:R:3:mulliken_charge:R:1
C 1.04250 -2.04888 -0.06285 -0.54
C 1.79874 -0.92766 -0.28345 -0.31
C -0.14696 -0.39177 0.27888 0.17
C 1.39118 1.46440 -0.21075 -0.88
N -0.15615 -1.69391 0.38755 -0.50
N 1.01110 0.17538 -0.05630 0.22
N -3.10584 -0.49551 -0.50137 -0.22
N -2.53810 0.42564 0.25862 -0.42
H 1.39414 -3.05144 0.04901 0.38
H 2.81703 -0.87663 -0.67342 0.36
H 2.21324 1.96362 0.43236 0.28
H 1.61640 1.62536 -1.33055 0.32
H 0.49000 2.24388 0.05332 0.28
H -3.36278 -0.22936 -1.42666 0.25
H -2.59340 -1.42084 -0.52031 0.29
H -2.27846 0.04580 1.15196 0.32
```

## Properties
E_HOMO (alpha / beta) (eV): -8.7 / -8.0
Charge: 0


The least stable of them is x.


w.
Below is a gas-phase ion, C4H6IN2 (charge +1), with properties calculated with ωB97M-V/def2-TZVPD.

```
13
Properties=species:S:1:pos:R:3:mulliken_charge:R:1
C 1.78343 -2.62835 -1.01568 -0.31
C 0.83999 -1.92980 -0.71348 -0.03
N -0.00864 -0.93552 -0.38136 -0.21
C 0.62854 0.41155 0.22698 0.18
I 2.65052 0.73635 0.43470 0.34
N -0.10858 1.41170 0.54086 -0.09
C -1.55356 1.26690 0.66986 -0.92
H 2.49659 -3.40363 -1.30975 0.38
H -0.95247 -0.93152 -0.77644 0.31
H 0.09730 2.39715 0.45585 0.30
H -1.78212 0.21299 0.84315 0.38
H -2.06928 1.89686 1.37467 0.32
H -2.02171 1.49531 -0.34937 0.35
```

## Properties
SMILES: C#C/[NH+]=C(\I)NC
E_HOMO (eV): -13.3
Charge: +1


x.
Below is a molecular structure, C4H6IN2, with properties calculated with ωB97M-V/def2-TZVPD.

```
13
Properties=species:S:1:pos:R:3:mulliken_charge:R:1
C -1.46332 2.78314 0.16332 -0.23
C -0.35315 1.99659 0.05428 -0.27
C -2.09446 1.05364 -0.00408 -0.09
C -0.22085 -0.71603 -0.55978 -0.48
N -0.84403 0.63517 -0.16232 0.22
N -0.36927 -1.79629 0.41217 -0.45
I -3.73624 -0.13804 0.09312 0.37
H -1.91437 3.73673 0.39977 0.40
H 0.66703 2.31328 -0.17777 0.36
H 0.82666 -0.66188 -0.80476 0.39
H -0.71409 -1.14380 -1.48372 0.32
H 0.27150 -1.71618 1.18260 0.27
H -1.29855 -1.89261 0.81361 0.18
```

## Properties
E_HOMO (eV): -14.1
Charge: +1


The least stable of them is x.


w.
Below is 2 unconnected molecules or ions with the total composition C5H15NO, with properties calculated with ωB97M-V/def2-TZVPD.

```
22
Properties=species:S:1:pos:R:3:lowdin_spin:R:1
C -1.20432 -1.66981 -1.20745 0.06
C -1.61178 -2.07230 0.18190 0.00
C -1.66893 -0.82443 1.12471 0.01
C -0.32767 -0.48080 1.78065 0.01
C 0.49722 0.58581 1.08545 0.07
N 1.55185 1.13101 1.89638 0.01
H -1.79635 -0.99653 -1.81023 0.02
H -0.19041 -1.28317 -1.14427 0.01
H -0.95848 -2.57532 -1.78558 0.01
H -0.80334 -2.63598 0.66334 0.00
H -2.44786 -2.74211 0.36134 0.00
H -2.08207 -0.01274 0.51935 0.01
H -2.38178 -0.93185 1.94885 0.00
H -0.47081 -0.15201 2.80977 0.00
H 0.29050 -1.34608 1.78508 0.00
H 1.01619 0.29652 0.17009 0.03
H -0.19870 1.35616 0.71186 0.02
H 1.20971 1.36851 2.82212 0.00
H 1.97543 1.96619 1.51773 0.02
H 3.53501 3.19641 -4.99041 0.12
H 2.70232 4.25291 -4.32478 0.12
O 3.36427 3.56960 -4.11591 0.48
```

## Properties
Multiplicity: 2
E_HOMO (alpha / beta) (eV): 1.4 / -6.5
Charge: -1


x.
Below is 2 unconnected molecules or ions with the total composition C5H15NO, with properties calculated with ωB97M-V/def2-TZVPD.

```
22
Properties=species:S:1:pos:R:3:lowdin_spin:R:1
C 0.15899 0.46472 -1.19067 0.03
C -0.32314 1.84876 -1.60220 0.21
C 0.34128 0.28025 0.39384 0.06
N 0.62942 -1.06699 0.85990 0.00
C -0.31617 -2.09635 0.40704 0.01
C 0.05086 -3.44637 1.01250 0.00
H 1.13008 0.18691 -1.56184 0.01
H -0.53798 -0.30229 -1.43900 0.00
H 0.08796 2.08394 -2.59812 0.04
H -1.40623 2.06888 -1.64223 0.07
H -0.14979 2.60596 -0.84417 0.05
H 1.05262 0.95726 0.86932 0.03
H -0.65261 0.65651 0.71682 0.03
H 1.47953 -1.34161 0.36862 0.00
H -0.41084 -2.01671 -0.69114 0.00
H -1.32495 -1.82248 0.71705 0.00
H 0.54056 -4.14017 0.32663 0.00
H -0.76662 -3.90500 1.57631 0.00
H 0.74607 -3.14264 1.80235 0.00
H -0.90942 3.91463 0.69404 0.11
H 0.65072 4.28998 0.64122 0.11
O -0.07036 3.92281 1.18372 0.26
```

## Properties
Multiplicity: 2
E_HOMO (alpha / beta) (eV): 1.1 / -5.9
Charge: -1


The least stable of them is x.